{"formula": "C15H49N4O6", "method": "ωB97M-V/def2-TZVPD", "homo_energy_ev": -11.6, "relative_energy_kj_mol": 0.0, "energy_ev": -34578.382, "orbital_gap_ev": 9.629, "charge": 1, "max_force_ev_per_a": 13.018, "elements": ["N", "H", "H", "H", "H", "C", "C", "C", "O", "C", "N", "H", "H", "H", "H", "H", "H", "H", "H", "H", "H", "H", "C", "C", "C", "O", "C", "N", "H", "H", "H", "H", "H", "H", "H", "H", "H", "H", "H", "C", "C", "C", "O", "C", "N", "H", "H", "H", "H", "H", "H", "H", "H", "H", "H", "H", "C", "O", "H", "H", "H", "H", "C", "O", "H", "H", "H", "H", "C", "O", "H", "H", "H", "H"], "positions_angstrom": [[-0.39726, 0.01382, -0.58892], [-0.34526, 0.98582, -0.20692], [-1.30026, -0.14518, -0.61092], [0.05274, -0.59518, -0.02392], [0.12574, -0.26618, -1.44492], [0.56874, 1.49082, 3.02208], [1.84174, 1.68282, 2.08408], [3.08174, 2.11382, 2.89808], [2.88074, 3.50882, 3.34708], [3.77874, 4.01882, 4.20908], [2.05874, 0.64982, 1.12308], [0.11574, 2.39482, 3.05908], [0.70174, 0.77682, 3.76808], [-0.35626, 1.05582, 2.56808], [1.57374, 2.70882, 1.51408], [3.70874, 2.10382, 2.03708], [3.05274, 1.47282, 3.67608], [3.72674, 3.75382, 5.30508], [3.72974, 5.11882, 4.03708], [4.58774, 3.85882, 3.87408], [2.99074, 0.71682, 0.68108], [2.11274, -0.15418, 1.73508], [-4.16326, 2.09682, -0.04392], [-3.10626, 3.06582, 0.44908], [-2.80426, 2.83882, 1.98608], [-3.81526, 3.01582, 2.88608], [-3.40326, 2.76482, 4.26408], [-1.89626, 2.83182, -0.20592], [-4.50726, 2.39682, -1.12192], [-4.84626, 2.05982, 0.67508], [-3.95226, 0.96082, 0.11108], [-3.64026, 4.10982, 0.44908], [-2.07726, 3.66982, 2.07308], [-2.11226, 1.79082, 2.15608], [-3.16226, 1.75382, 4.42308], [-4.39026, 2.78682, 4.82908], [-2.63026, 3.39282, 4.54508], [-1.18026, 3.48582, 0.06308], [-1.96926, 3.15882, -0.98592], [2.76874, -1.43918, -2.70792], [1.79174, -2.49018, -3.31392], [2.42874, -3.96318, -3.16192], [3.58374, -3.92218, -3.93792], [4.20174, -5.23318, -4.23092], [0.50874, -2.43518, -2.68492], [2.90474, -1.56918, -1.64192], [2.37874, -0.43018, -2.91692], [3.92474, -1.41818, -3.02292], [1.68974, -2.25418, -4.34292], [1.87474, -4.84118, -3.57592], [2.59474, -4.23118, -2.01692], [3.46574, -5.75318, -4.95192], [4.16674, -5.71618, -3.24092], [5.15274, -4.95618, -4.63492], [-0.06826, -3.21818, -3.17892], [0.59574, -2.99718, -1.86792], [-2.82926, 0.97582, -3.63792], [-1.48226, 0.60582, -3.43192], [-2.83526, 1.69982, -4.30592], [-3.26926, 1.32382, -2.83492], [-3.42726, 0.25982, -4.14692], [-0.93226, 1.04182, -4.12692], [1.28874, -3.00618, 1.88008], [0.34374, -3.01218, 0.69508], [0.85874, -2.46718, 2.74008], [2.15874, -2.56918, 1.37308], [1.67074, -4.12118, 2.05108], [-0.42626, -3.57418, 0.79608], [-3.34226, -2.46218, -1.03592], [-2.59926, -2.07018, 0.14908], [-2.63926, -2.87018, -1.70792], [-3.84426, -1.57218, -1.46192], [-4.05326, -3.21518, -0.93592], [-3.23826, -1.54418, 0.75608]], "atomic_forces_ev_per_a": [[4.552, 3.484, -1.730], [0.645, -0.609, -0.819], [-5.886, -1.792, -0.738], [1.434, -2.544, 3.512], [-0.980, 1.057, -0.453], [0.654, -2.468, -4.079], [-3.035, 4.698, -0.075], [-2.782, 3.549, -2.514], [-2.825, -3.161, -2.029], [-8.083, 4.147, 5.195], [0.559, -1.015, 0.191], [-0.589, 3.209, 2.088], [0.545, -0.204, 2.267], [0.995, -0.571, -0.947], [0.572, -2.148, 0.833], [2.196, -0.201, 0.457], [1.473, -2.184, 2.730], [-0.362, 0.132, -1.029], [-0.409, -0.410, 0.891], [11.657, -2.695, -3.835], [-0.623, 0.099, 0.276], [0.155, -0.888, -0.437], [2.265, -1.289, -3.392], [-3.255, -0.491, 3.384], [3.159, -0.920, -1.081], [-0.358, -0.718, 0.752], [-4.199, -0.512, -1.170], [3.061, -3.311, 9.198], [0.237, -0.986, 2.161], [-4.053, 0.996, 2.446], [0.827, 1.615, -1.181], [1.410, -1.383, -0.469], [0.380, -0.306, 0.734], [-2.189, 2.444, -0.538], [0.978, -1.554, -0.326], [1.459, 0.932, -0.357], [1.249, 1.491, 0.833], [0.612, 0.201, 1.384], [-1.530, 3.688, -12.391], [1.967, 0.224, -0.637], [2.623, -1.604, 0.921], [0.089, 0.205, 0.327], [1.364, -0.346, -0.194], [-3.466, 1.240, 0.615], [-2.399, -1.946, -0.970], [-0.531, -0.062, 0.553], [0.098, -0.253, 0.179], [-2.810, -0.475, -0.098], [-0.066, -0.062, -1.081], [-0.764, 0.881, 0.367], [-0.037, 0.696, -1.857], [1.525, 0.432, 0.887], [0.777, -0.509, -0.637], [0.526, -0.523, -0.192], [0.741, 2.231, 0.302], [0.368, 0.106, 1.818], [2.152, -3.164, -2.023], [1.215, 0.087, -0.286], [-0.123, 3.936, -3.069], [-2.048, 1.327, 4.461], [-0.402, -1.468, 0.076], [-0.760, -0.709, 0.928], [-0.147, -2.677, -2.515], [1.266, 0.594, 1.137], [0.411, -0.424, -0.360], [-0.167, 0.468, 0.822], [-1.224, 2.362, 0.267], [-0.096, -0.087, 0.560], [0.560, 2.355, 0.307], [-2.069, 1.084, 1.102], [1.031, -0.047, -0.912], [0.328, -0.452, -0.063], [-1.402, -1.289, 1.027], [1.554, -1.513, -1.504]]}

---

{"formula": "C3H5IO2S", "method": "ωB97M-V/def2-TZVPD", "homo_energy_ev": [-6.6, -10.3], "spin_multiplicity": 3, "relative_energy_kj_mol": 34.0, "energy_ev": -26217.206, "orbital_gap_ev": [7.054, 6.279], "max_force_ev_per_a": 4.706, "elements": ["C", "C", "C", "O", "O", "S", "I", "H", "H", "H", "H", "H"], "positions_angstrom": [[0.42153, -0.50246, -0.20635], [-0.43504, 0.68811, -0.20350], [-0.75131, -0.42651, 0.69046], [-2.55718, -2.16549, 0.97146], [-1.96686, -1.70191, -1.44777], [-2.14148, -1.27275, -0.06840], [-3.85305, 0.46066, -0.00057], [0.61148, -1.06303, -1.12767], [1.30193, -0.18159, 0.36862], [0.00889, 1.62872, 0.21325], [-1.23817, 0.83818, -0.94788], [-0.68064, -0.80615, 1.77006]], "atomic_forces_ev_per_a": [[2.237, 0.847, -0.437], [-0.205, 3.113, 0.415], [-0.316, -3.328, 0.804], [-0.936, -1.635, 1.104], [0.700, -0.281, 0.277], [2.433, -1.395, -0.774], [-3.606, 3.005, 0.337], [-0.515, -0.240, 0.706], [0.099, -0.847, -0.503], [-0.680, -0.898, -0.509], [0.900, 0.083, 0.114], [-0.111, 1.576, -1.534]]}

---

{"formula": "C7H5ClN2S", "method": "ωB97M-V/def2-TZVPD", "smiles": "Sc1ccccc1N=C=NCl", "homo_energy_ev": -8.5, "relative_energy_kj_mol": 413.8, "energy_ev": -33674.709, "orbital_gap_ev": 8.449, "max_force_ev_per_a": 6.245, "elements": ["S", "C", "C", "C", "C", "C", "C", "N", "C", "N", "Cl", "H", "H", "H", "H", "H"], "positions_angstrom": [[-2.03566, 1.13475, 0.96030], [-0.95898, -0.17961, 0.46926], [-0.91324, -1.51805, 0.81767], [0.07556, -2.37383, 0.45579], [1.08614, -1.92021, -0.30943], [0.97930, -0.63007, -0.90674], [0.06467, 0.25532, -0.42440], [0.03661, 1.51868, -0.94632], [0.56591, 2.63220, -0.80802], [1.22331, 3.61440, -0.93333], [0.90569, 5.11045, -0.17222], [-2.97738, 0.15752, 1.44917], [-1.64082, -1.71232, 1.54317], [0.19163, -3.29144, 0.89133], [1.76609, -2.71297, -0.61081], [1.63117, -0.08484, -1.47541]], "atomic_forces_ev_per_a": [[-1.697, -2.516, 0.958], [1.770, 0.854, -1.673], [-1.443, 2.275, 0.942], [0.121, 1.443, 0.109], [0.561, 0.529, -2.760], [-0.162, -1.592, 2.501], [-1.620, -1.162, 1.131], [0.586, 4.147, -0.276], [-2.402, -5.765, 0.068], [1.677, 3.198, -0.220], [-0.071, -0.424, -0.092], [1.073, 1.743, -0.475], [-1.048, -1.201, 0.966], [-0.230, -2.364, 0.924], [0.586, 0.728, -0.171], [2.297, 0.104, -1.933]]}